1.
An isolated ion of composition C3H9N2 and charge +1 at a distorted geometry. Source: OMol25; level of theory: wB97M-V/def2-TZVPD.

Element x y z (Å)
C 0.5448 1.0475 2.0122
C 0.2004 1.2989 0.5232
N -0.1287 -1.8482 -1.4860
C -0.3380 -0.5542 -1.2038
N -0.3372 0.0229 -0.0175
H 1.3702 1.6893 2.3182
H -0.2848 1.3506 2.6399
H 0.7100 -0.0298 2.0872
H -0.6178 2.0252 0.3910
H 1.0335 1.6563 -0.0619
H -0.7236 -2.5479 -1.0654
H 0.5213 -2.0124 -2.2311
H -0.2684 0.1775 -2.0138
H -1.0031 -0.4220 0.6172

energy above the lowest of the compared OMol25 structures with the same formula, charge and spin: 1.6740 eV
LUMO energy: -5.04 eV
Kohn-Sham gap: 10.2 eV
total charge: +1
molecular weight: 73.12 g mol⁻¹
SMILES: CC/[NH+]=C/N


2.
One molecule with the formula C4H6N2S2 at a distorted geometry. Source: OMol25; level of theory: wB97M-V/def2-TZVPD.

Element x y z (Å)
C 0.4534 0.2620 0.6515
C -0.6581 0.6881 -0.3770
C -0.1162 0.4193 -1.8314
C -0.8620 -0.8991 -2.0171
H 1.4126 2.1747 -0.0279
H -0.9446 1.7042 -0.0754
H -0.3944 1.2743 -2.4866
H 0.9946 0.2813 -1.8376
H -0.5162 -1.6274 -2.7875
H -2.1024 -0.5144 0.6582
N -1.7320 -1.1952 -1.1542
N -1.8719 -0.1417 -0.2857
S 1.8063 1.3254 0.9449
S 0.3110 -1.1227 1.4351

energy above the lowest of the compared OMol25 structures with the same formula, charge and spin: 2.0387 eV
LUMO energy: -0.25 eV
Kohn-Sham gap: 8.6 eV
total charge: 0
molecular weight: 146.24 g mol⁻¹
SMILES: S=C(S)[C@H]1CC=NN1


3.
C85H194F6N4O9P3S as an isolated structure at a distorted geometry. Source: OMol25; level of theory: wB97M-V/def2-TZVPD.

Element x y z (Å)
C 7.5008 -3.8956 -0.5764
C 7.2079 -2.5257 -1.0658
N 6.5091 -1.5505 -0.1246
C 5.6182 -2.2264 0.7928
C 7.7244 -0.9727 0.6596
C 7.4000 0.1894 1.6525
C 5.6797 -0.5778 -0.9076
C 6.3401 0.1046 -2.1136
O 7.4890 0.8134 -1.7142
C 8.1341 1.6346 -2.6415
H 7.7764 -4.5210 -1.4574
H 6.6514 -4.3938 -0.0700
H 8.3213 -3.9851 0.1362
H 6.5659 -2.6642 -1.9554
H 8.1541 -2.0155 -1.4177
H 6.2711 -2.6887 1.5371
H 5.0798 -2.9856 0.3922
H 4.9691 -1.5291 1.3596
H 8.3957 -0.5087 -0.0814
H 8.2611 -1.8028 1.0608
H 8.3244 0.4727 2.1183
H 6.6962 0.0357 2.3877
H 7.1374 0.9423 0.9799
H 5.3466 0.2030 -0.2005
H 4.7997 -1.1372 -1.1596
H 5.6748 0.8530 -2.5473
H 6.4455 -0.5627 -2.9744
H 8.5076 1.0266 -3.4543
H 8.9780 2.0307 -2.1301
H 7.4996 2.4996 -2.9910
C -10.1967 -12.2616 -6.9881
C -10.9915 -12.7964 -6.1243
N -11.3461 -11.2336 -3.5427
C -12.2924 -10.4713 -4.5592
C -12.0831 -12.0791 -3.0327
C -11.8464 -12.4844 -1.5601
C -10.2622 -10.4023 -3.0524
C -9.1983 -11.3722 -2.6088
O -8.1820 -10.9736 -2.1247
C -7.1015 -11.0175 -1.2199
H -10.8516 -13.2050 -7.4845
H -9.0119 -12.4108 -7.2215
H -10.6781 -11.5265 -7.7413
H -10.5716 -13.5285 -5.4204
H -12.0999 -12.7547 -6.1213
H -12.0162 -9.5211 -4.9281
H -13.1458 -10.1185 -3.9049
H -12.6312 -11.1439 -5.3056
H -4.4570 -0.7979 10.5337
H -13.0934 -12.2953 -3.3565
H -12.7768 -3.6635 -4.7630
H -11.4096 -11.5950 -1.0154
H -11.8529 -13.5108 -1.2916
H -10.6881 -9.5720 -2.3279
H -9.8044 -9.6393 -3.6826
H 4.7364 7.9763 12.1707
H -9.4021 -12.4428 -3.0701
H -6.8269 -12.0312 -0.9831
H -7.5448 -10.2875 -0.5884
H -6.2481 -10.5085 -1.5731
C -7.2364 3.9795 5.9713
C -5.9162 3.4703 6.5038
N -5.0541 2.8841 5.4019
C -4.6928 3.8461 4.2856
C -3.6998 2.5000 6.0273
C -2.9024 3.6649 6.4490
C -5.7418 1.6673 4.8492
C -5.2807 1.2853 3.4520
O -3.9414 0.9422 3.4533
C -3.3658 0.5269 2.1693
H -7.2326 4.8158 5.2709
H -7.6787 4.3959 6.9199
H -7.8775 3.1735 5.6141
H -6.1038 2.5616 7.1835
H -5.3875 4.1710 7.0923
H -3.8799 3.4290 3.7316
H -4.3770 4.8544 4.6635
H -5.5551 4.0178 3.6183
H -3.1238 1.8428 5.3485
H -3.8472 1.8440 6.8885
H -2.0639 3.3102 6.9852
H -3.4607 4.1593 7.2182
H -2.6153 4.3021 5.6549
H -6.7781 1.8000 4.7819
H -5.5105 0.8463 5.5389
H -5.4986 2.0663 2.7127
H -5.9089 0.4059 3.2229
H -4.0605 -0.2398 1.8396
H -2.3989 0.1475 2.4803
H -3.2442 1.3914 1.4639
C 1.4265 -4.1035 -6.2210
C 1.0679 -2.6337 -5.8975
N 1.6013 -1.6431 -6.8106
C 3.1102 -1.8543 -6.9465
C 0.9599 -1.8366 -8.2055
C -0.5436 -1.7173 -8.2505
C 1.4226 -0.3035 -6.1682
C 1.4658 0.8474 -7.2056
O 2.7175 0.8500 -7.9207
C 3.1801 2.0891 -8.4447
H 2.4861 -4.3359 -5.9860
H 1.2018 -4.5550 -7.1761
H 0.7171 -4.6606 -5.5319
H 1.5008 -2.4404 -4.9508
H 0.0133 -2.4499 -5.8508
H 3.4897 -1.8467 -5.9448
H 3.4911 -0.9954 -7.4484
H 3.2989 -2.7798 -7.4156
H 1.1948 -2.8047 -8.6247
H 1.3621 -1.0124 -8.8226
H -0.9695 -0.8019 -7.7851
H -1.0302 -2.6023 -7.8112
H -0.7584 -1.6606 -9.3106
H 2.1576 -0.3018 -5.3294
H 0.4452 -0.2709 -5.7290
H 1.2931 1.7180 -6.5603
H 0.5057 0.7871 -7.8096
H 3.1860 2.0030 -9.5501
H 4.1882 2.2819 -8.0198
H 2.5506 2.9247 -8.2159
C 3.2673 11.1386 1.6081
C 2.6384 9.8381 1.0864
C 3.1215 8.5089 1.8601
C 4.6257 8.6291 2.2148
P 5.1729 6.9257 2.6271
C 6.6630 7.0229 3.5820
C 7.6959 8.0817 3.0169
C 8.9453 8.3163 3.8751
C 8.6445 8.9869 5.1923
C 3.9521 6.1038 3.6858
C 3.5587 6.8525 5.0029
C 2.6396 5.9361 5.8264
C 1.8846 6.7566 6.9446
C 5.4518 6.2042 0.9533
C 5.5159 4.6652 0.8683
C 4.3149 4.0433 0.1397
C 2.9577 4.2119 0.7789
H 3.1041 11.3959 2.6168
H 2.9486 11.9485 1.0149
H 4.3519 11.0090 1.5341
H 2.8902 9.7492 0.0781
H 1.5242 9.7565 1.0945
H 2.9428 7.5955 1.3094
H 2.4944 8.4201 2.7809
H 4.8787 9.3679 2.9422
H 5.1614 8.9604 1.3297
H 7.0791 6.0704 3.8145
H 6.3565 7.3739 4.5809
H 7.2037 8.9987 2.6841
H 7.9414 7.7860 2.0121
H 9.6013 9.0424 3.3054
H 9.5734 7.4045 3.9951
H 7.9244 9.8186 4.9884
H 9.5688 9.2905 5.7162
H 8.0435 8.3527 5.8429
H 4.2873 5.1524 4.0145
H 3.0555 5.9394 3.1072
H 2.9725 7.7554 4.8344
H 4.4952 7.0435 5.5839
H 3.1092 5.0516 6.1790
H 1.8707 5.5856 5.1100
H 1.0479 6.2440 7.3267
H 1.5252 7.7144 6.6784
H 2.4787 6.8089 7.8433
H 6.4497 6.5719 0.5771
H 4.7561 6.7049 0.2801
H 5.5233 4.2247 1.8844
H 6.4246 4.3159 0.3084
H 4.3708 2.9823 0.0888
H 4.3034 4.4645 -0.8637
H 2.2173 3.7424 0.2024
H 2.5863 5.2674 1.0517
H 2.9495 3.6821 1.7271
C -8.7114 0.6232 -6.9073
C -8.9136 1.7570 -5.8392
C -7.7932 2.7099 -5.7567
C -7.3292 3.4368 -6.9509
P -5.6398 4.0783 -7.0219
C -5.3586 5.1013 -5.5865
C -3.8514 5.3424 -5.1688
C -2.9753 6.1147 -6.1708
C -1.7305 6.7884 -5.5114
C -4.3838 2.7645 -6.9442
C -4.6863 1.5193 -7.7475
C -3.4962 0.6036 -8.0211
C -4.0869 -0.6358 -8.7904
C -5.4158 4.9027 -8.6116
C -6.5771 5.9120 -9.0181
C -6.3683 6.4685 -10.4288
C -6.1021 5.3754 -11.4300
H -8.6199 0.9646 -7.9851
H -9.5514 -0.0252 -6.9981
H -7.9150 -0.0036 -6.5455
H -9.1372 1.2667 -4.8954
H -9.8340 2.3239 -6.1498
H -6.8959 2.1863 -5.2765
H -8.0328 3.4418 -5.0173
H -7.9155 4.3049 -7.0340
H -7.4778 2.8166 -7.8578
H -5.9546 4.5590 -4.8848
H -5.9536 6.0225 -5.7532
H -3.4209 4.3589 -4.9271
H -3.7302 5.7848 -4.1847
H -3.5834 6.9116 -6.6009
H -2.5215 5.5007 -6.8953
H -1.1294 7.3088 -6.2963
H -1.0881 6.0999 -4.9171
H -2.1192 7.5247 -4.8177
H -4.2621 2.4109 -5.9068
H -3.4071 3.2880 -7.2123
H -5.2093 1.7431 -8.6748
H -5.3372 0.8117 -7.1953
H -3.0361 0.3966 -7.0469
H -2.7058 1.1040 -8.5886
H -3.1999 -1.1420 -9.2917
H -4.7259 -0.4000 -9.5758
H -4.6081 -1.3785 -8.1785
H -5.3663 4.0533 -9.3840
H -4.4129 5.3448 -8.7002
H -6.6233 6.6508 -8.1931
H -7.5457 5.2911 -9.1193
H -5.5961 7.2321 -10.4222
H -7.3485 7.0208 -10.6482
H -6.9238 4.5872 -11.4475
H -5.0778 4.9408 -11.2781
H -6.1746 5.8670 -12.3674
C 7.3516 -3.0421 6.1983
C 5.8647 -2.6676 6.1418
C 5.0836 -3.3084 7.3133
C 5.2474 -4.8782 7.4414
P 3.6100 -5.5840 7.8985
C 2.3761 -5.2810 6.7001
C 2.7539 -5.2612 5.1780
C 1.6156 -4.7731 4.2576
C 1.9914 -4.4473 2.8084
C 3.8292 -7.3364 8.1801
C 4.6189 -8.1170 7.1650
C 4.8686 -9.6451 7.5085
C 5.6360 -9.9084 8.8614
C 3.1345 -4.7404 9.4032
C 1.8294 -5.1707 10.0858
C 1.2404 -4.1544 10.9759
C -0.0501 -4.6562 11.5799
H 7.8929 -2.3043 5.6847
H 7.5189 -4.0629 5.8514
H 7.7415 -3.0440 7.1719
H 5.4583 -2.9757 5.1707
H 5.6944 -1.6529 6.2471
H 4.0886 -2.9961 7.2994
H 5.5148 -2.9381 8.2732
H 5.9457 -5.2525 8.1911
H 5.4101 -5.3307 6.4423
H 1.9171 -4.3047 7.0341
H 1.6175 -6.0886 6.8948
H 3.0681 -6.2257 4.7177
H 3.6972 -4.5844 5.1337
H 1.3156 -3.8347 4.7658
H 0.6973 -5.3827 4.3224
H 2.3199 -5.3565 2.2900
H 2.7350 -3.7421 2.6819
H 1.0414 -4.1437 2.3901
H 2.7187 -7.6557 8.2319
H 4.2234 -7.3837 9.1855
H 5.5882 -7.7414 7.0606
H 4.1674 -8.0141 6.1778
H 5.4493 -10.2338 6.7918
H 3.9529 -10.1537 7.6156
H 6.5408 -9.2546 8.9263
H 5.8623 -10.9403 8.9510
H 4.9551 -9.6427 9.7480
H 2.9529 -3.7530 9.0890
H 3.9868 -4.7059 10.1267
H 1.8517 -6.0957 10.7404
H 1.0725 -5.2882 9.2679
H 1.0120 -3.2656 10.4169
H 1.9442 -3.8242 11.7107
H -1.0048 -4.5097 10.9882
H -0.3121 -4.1437 12.5352
H -0.0396 -5.6674 11.8984
C 0.0806 2.1478 -3.6443
F 0.0244 2.3139 -2.3275
F 0.3524 3.3339 -4.1951
F 1.1181 1.3056 -4.0417
S -1.4152 1.3215 -4.2372
O -1.3634 0.1374 -3.4140
O -2.4572 2.2813 -3.8883
O -1.1537 1.1312 -5.6761
C 2.5247 0.1493 1.6971
O 2.3134 -0.7111 2.7263
O 3.8340 0.3496 1.4048
C 1.8491 -0.5102 0.4561
F 2.4385 -1.6846 0.1113
F 0.5863 -0.9227 0.7442
F 1.7939 0.2498 -0.5927
C 2.9450 -0.1975 3.9237
C 2.9094 -1.2031 5.1031
H 1.8329 -1.4328 5.3435
H 3.3989 -2.1271 4.8050
H 3.3035 -0.8266 6.0775
H 2.4508 0.7006 4.2864
H 3.9649 0.1369 3.7186
H 1.9886 1.1297 1.7787

LUMO energy: -9.86 eV
Kohn-Sham gap: 0.6 eV
total charge: +5
molecular weight: 1655.48 g mol⁻¹


4.
One molecule with the formula C5H8FNO at a distorted geometry. Source: OMol25; level of theory: wB97M-V/def2-TZVPD.

Element x y z (Å)
C 0.0667 1.4418 0.1750
C -1.1501 0.6382 0.6896
C -0.3615 -1.5553 0.2139
C 0.2472 -0.6405 -0.8082
C 0.9799 0.3722 -0.1241
H 0.5891 2.1171 0.9013
H -1.7803 0.6513 -0.2196
H -1.5827 1.1196 1.4943
H -1.1289 -2.2199 -0.2086
H 0.4502 -2.0909 0.6659
H -0.5112 -0.2116 -1.4186
H 2.3484 -0.8952 -1.0308
H 1.3967 -0.0350 0.7650
N 1.5629 -0.2185 -1.2928
O -0.8832 -0.6443 1.1931
F -0.2431 2.1711 -0.9953

energy above the lowest of the compared OMol25 structures with the same formula, charge and spin: 4.4209 eV
LUMO energy: 0.88 eV
Kohn-Sham gap: 10.4 eV
total charge: 0
molecular weight: 117.12 g mol⁻¹
SMILES: F[C@H]1COC[C@@H]2N[C@H]21


Calculated values (eV) of electronic energy for the records, taken in order: -6229.3744; -28894.1720; -170613.2134; -11565.9992.